This record from the OMol25 dataset describes 12 unconnected molecules or ions with the total composition C25H61Br8N5O13 at a distorted geometry. The level of theory is wB97M-V/def2-TZVPD.

HOMO: -9.567 eV
maximum force: 5.5 eV/Å
Kohn-Sham gap: 9.50 eV
DFT total energy: -621306.6903 eV
SMILES: C[N+](=O)[O-].C[N+](=O)[O-].C[N+](=O)[O-].C[N+](=O)[O-].C[N+](=O)[O-].BrCCBr.BrCCBr.BrCCBr.BrCCBr.CCOCC.CCOCC.CCOCC
2S+1: 1
molecular weight: 1279.0 g/mol

```
112
Properties=species:S:1:pos:R:3:forces:R:3
C -6.2979 -3.2588 -0.8634 0.4 0.4 -1.0
N -5.3728 -4.2004 -0.2223 1.6 0.0 -0.7
O -5.8518 -5.0563 0.4747 0.1 -0.3 0.3
O -4.1659 -4.0755 -0.5028 -1.6 -0.2 0.6
H -6.6548 -3.7111 -1.7886 -0.1 -0.3 0.2
H -5.6822 -2.4286 -1.1966 -0.3 0.3 0.4
H -7.1154 -3.0402 -0.1988 -0.1 0.2 0.2
C 3.9522 1.3266 3.5393 -0.4 -0.2 2.0
N 3.5370 0.0075 3.0501 0.9 0.7 -1.0
O 4.3805 -0.8506 3.0511 0.5 -0.8 0.2
O 2.4434 -0.1105 2.5659 -1.1 -0.3 0.0
H 3.0839 1.9479 3.6884 -0.1 0.2 -0.5
H 4.6983 1.7532 2.8957 0.2 0.0 -0.3
H 4.3439 1.0801 4.5275 0.4 0.3 -0.1
C 1.2653 0.8813 -4.1900 0.1 0.3 0.0
N 1.1965 1.8245 -3.0406 -0.2 -2.7 -2.8
O 2.0353 2.6107 -2.9019 4.2 3.5 0.3
O 0.2797 1.7068 -2.3367 -4.2 -0.7 3.2
H 0.2751 0.4608 -4.2397 -0.1 -0.2 -0.4
H 2.0113 0.1332 -3.9352 0.0 0.1 -0.2
H 1.5402 1.4923 -5.0413 0.0 -0.3 -0.2
C 2.9715 -5.1158 -2.7529 0.9 0.5 0.6
N 3.8945 -4.7895 -3.8694 -0.6 0.5 -1.6
O 4.8449 -4.0558 -3.6311 -0.6 -1.0 -0.4
O 3.5406 -5.2028 -4.9906 1.1 0.6 1.7
H 1.9763 -5.1660 -3.1498 -0.3 -0.3 -0.1
H 3.0915 -4.3105 -2.0323 -0.2 0.0 0.0
H 3.3510 -6.0151 -2.2802 -0.3 -0.3 -0.2
C -1.2277 -2.0630 3.9681 0.1 -0.1 0.8
N -1.8460 -2.5233 5.2660 -0.5 1.1 -1.7
O -1.4808 -3.5412 5.7378 1.3 -2.3 1.0
O -2.7595 -1.8725 5.6983 -0.8 1.1 0.4
H -0.9554 -1.0270 4.1248 0.0 0.1 -0.2
H -1.9961 -2.1714 3.2160 0.0 0.1 -0.2
H -0.3715 -2.6999 3.7886 0.0 0.0 -0.2
Br 3.1323 -1.5213 -2.1096 0.2 0.2 -0.3
C 4.0704 -0.4426 -0.7980 0.0 0.0 0.3
C 4.7496 0.7456 -1.4176 -0.2 -0.2 0.0
Br 5.7104 1.6516 -0.0008 0.2 0.0 0.1
H 4.7657 -1.0967 -0.2887 0.0 -0.1 0.1
H 3.3027 -0.0887 -0.1158 0.0 -0.2 0.2
H 3.9910 1.4126 -1.8133 0.2 0.3 -0.2
H 5.5080 0.4959 -2.1427 0.0 -0.1 -0.3
Br 5.7364 -4.0502 3.4814 0.0 0.1 -0.1
C 3.9252 -4.7567 3.5712 0.0 0.2 0.5
C 2.9425 -3.8386 2.8911 0.6 -0.5 -0.9
Br 1.2410 -4.7680 2.7204 -0.1 0.0 0.5
H 3.7282 -4.8561 4.6313 -0.1 -0.1 0.1
H 3.9534 -5.7303 3.1058 0.0 -0.1 -0.1
H 3.2501 -3.7424 1.8526 0.0 0.3 0.0
H 2.8680 -2.8555 3.3349 -0.3 0.0 0.2
Br -1.6926 -1.7402 -5.5080 0.0 0.1 0.0
C -2.9998 -3.1770 -5.3909 0.5 -0.6 0.2
C -3.4339 -3.3433 -3.9705 -0.6 1.4 0.8
Br -4.5581 -4.8940 -3.7695 0.0 -0.1 -0.1
H -2.4902 -4.0708 -5.7285 0.0 0.0 -0.3
H -3.8354 -2.9280 -6.0250 -0.1 0.1 -0.2
H -4.0176 -2.4585 -3.6855 -0.1 -0.5 -0.1
H -2.6575 -3.3461 -3.2148 0.4 -0.6 -0.2
Br -1.7819 2.6927 -4.7685 0.1 0.2 0.0
C -2.9207 1.4631 -3.8035 0.4 -0.7 0.0
C -4.0986 1.1745 -4.6810 -0.5 0.7 -0.3
Br -5.2788 -0.1130 -3.8288 0.0 0.1 -0.1
H -3.1624 1.8695 -2.8307 -0.2 0.3 0.0
H -2.3457 0.5570 -3.6314 0.1 0.0 -0.1
H -3.8292 0.8318 -5.6749 0.2 -0.5 0.2
H -4.6903 2.0693 -4.8667 -0.1 0.0 0.3
C -1.2254 5.8630 3.0725 0.3 0.6 -1.3
C -2.1961 4.7725 2.7191 -1.1 0.0 0.6
O -2.8036 5.0713 1.4498 0.8 0.0 0.5
C -3.3566 3.9425 0.8094 0.4 0.1 0.4
C -4.2557 4.4132 -0.3124 -0.2 -1.6 0.2
H -0.8686 6.2886 2.1241 0.1 -0.2 0.1
H -1.7088 6.7141 3.5443 0.2 -0.2 0.6
H -0.3358 5.4664 3.5548 -0.2 0.2 0.5
H -1.7015 3.7962 2.8225 -0.1 0.0 -0.9
H -3.0107 4.7293 3.4757 0.3 0.0 -0.3
H -2.5270 3.3255 0.4234 -0.2 -0.1 0.0
H -3.8842 3.3783 1.5928 -0.2 -0.2 -0.4
H -4.7326 3.5178 -0.7447 0.1 0.2 0.1
H -3.6764 4.8427 -1.1224 -0.1 0.6 0.1
H -5.0679 5.0004 0.1045 0.1 0.5 -0.3
C -2.8877 0.2418 1.2964 -0.1 0.5 -0.6
C -1.7673 -0.2335 0.3886 -1.5 -0.9 -0.9
O -0.8264 -0.9522 1.1104 0.9 0.8 0.4
C 0.4117 -1.2007 0.4442 0.2 -1.2 0.9
C 0.3735 -2.6242 -0.1294 1.3 1.3 -0.9
H -3.6253 -0.5324 1.4880 0.1 -0.1 0.3
H -2.5119 0.6755 2.2215 0.0 -0.1 0.1
H -3.3974 1.0388 0.7425 -0.1 -0.1 0.2
H -2.2098 -0.9534 -0.3274 -0.1 0.3 -0.2
H -1.4231 0.5973 -0.2403 0.7 0.0 0.4
H 0.6698 -0.4255 -0.2803 -0.2 -0.1 -0.2
H 1.1418 -1.1742 1.2621 0.0 0.1 -0.5
H 1.3232 -2.8372 -0.6626 -0.5 0.1 0.4
H -0.3858 -2.6428 -0.9065 -0.5 -0.6 0.3
H 0.3186 -3.3082 0.6981 -0.7 -0.4 -0.1
C 0.8556 2.1393 1.0408 0.1 -1.4 0.3
C 2.1397 2.7932 0.6183 -0.6 0.5 -0.4
O 2.7161 3.4308 1.7431 -0.2 -0.3 -0.2
C 3.7021 4.3955 1.4140 -0.8 -1.0 -1.0
C 4.0506 5.0843 2.6506 1.2 1.8 1.0
H 1.0488 1.4315 1.8594 -0.2 0.5 0.0
H 0.0823 2.8399 1.3179 -0.1 0.4 0.1
H 0.4634 1.4974 0.2471 0.1 0.4 -0.1
H 2.8286 2.0671 0.1609 0.0 0.1 0.2
H 1.8745 3.5294 -0.1634 0.4 0.0 0.2
H 4.5623 3.8916 0.9594 0.0 0.2 0.0
H 3.2678 5.0735 0.6683 0.2 0.1 0.0
H 4.8396 5.8237 2.4393 0.0 -0.2 0.0
H 4.4590 4.4365 3.4233 -0.2 -0.2 0.0
H 3.2394 5.6910 3.0502 -0.3 -0.3 0.1
```
Forces are in eV/Å.